# 1
124
Properties=species:S:1:pos:R:3 method="wB97M-V/def2-TZVPD" largest_force_ha_per_bohr=0.100 total_energy_ha=-6013.2451 e_above_lowest_kcal_mol=88.7 mol_weight_da=1117.31 spin_multiplicity=1 total_charge=-2 gap_ha="0.078 / 0.078" lumo_ev="3.2 / 3.2"
K -0.7896 1.3686 -0.6156
O -1.5467 3.0732 -2.6199
C -2.6096 3.3553 -3.2994
C -3.5902 2.4354 -3.7355
C -4.5683 2.8659 -4.6048
C -5.5442 2.0147 -5.1418
C -5.5683 0.6154 -4.8317
C -4.7821 0.1856 -3.8079
C -3.7708 1.0270 -3.2665
O -2.9835 0.4838 -2.4130
N -6.6068 2.4941 -6.0005
O -6.6793 3.7408 -6.1674
O -7.3588 1.6186 -6.5099
H -2.7958 4.4121 -3.5948
H -4.6346 3.9278 -4.8492
H -6.2500 -0.0418 -5.4213
H -4.9198 -0.7868 -3.3949
C 2.2691 -5.3884 4.3782
S 2.4819 -6.4385 2.9048
C 0.9407 -6.1584 2.0303
C 0.6985 -4.7158 1.5807
C -0.6545 -4.5087 0.9211
N -0.8016 -3.0850 0.4768
P -0.0544 -2.5392 -0.9916
C 0.1843 -3.9617 -2.0588
C 1.3758 -4.6980 -2.1968
C 1.5761 -5.4537 -3.3536
C 0.5724 -5.6524 -4.2676
C -0.6518 -5.0150 -4.1249
C -0.8299 -4.1577 -3.0321
C 1.6677 -2.0787 -0.5464
C 2.1024 -1.6838 0.7447
C 3.3910 -1.1388 0.9053
C 4.2040 -0.8962 -0.2359
C 3.7758 -1.2736 -1.4701
C 2.5357 -1.8881 -1.6369
P -2.1547 -2.0667 1.1177
C -1.6847 -1.8226 2.8510
C -1.1953 -0.5949 3.3056
C -0.7068 -0.4138 4.5845
C -0.6797 -1.4861 5.4740
C -1.0969 -2.7272 5.0515
C -1.5380 -2.9189 3.7519
C -3.5075 -3.2098 1.1739
C -4.4128 -3.1368 2.2407
C -5.5765 -3.8943 2.2373
C -5.9387 -4.6412 1.0720
C -5.0911 -4.6428 -0.0047
C -3.8909 -3.9190 0.0212
H 2.7994 -5.8846 5.1836
H 1.2194 -5.3167 4.6971
H 2.7237 -4.4271 4.1948
H 0.1127 -6.5325 2.6798
H 0.9970 -6.8041 1.1217
H 1.4637 -4.3838 0.8909
H 0.8065 -4.0402 2.4496
H -1.4656 -4.7132 1.6622
H -0.7451 -5.1768 0.0625
H 2.1790 -4.6388 -1.4530
H 2.5286 -5.9503 -3.4724
H 0.7493 -6.3109 -5.1071
H -1.4370 -5.1281 -4.8477
H -1.7822 -3.6228 -2.9066
H 1.4006 -1.8034 1.5650
H 3.7057 -0.7749 1.8512
H 5.1560 -0.4109 -0.0994
H 4.3979 -1.0837 -2.3637
H 2.2412 -2.2270 -2.6231
H -1.2185 0.2764 2.6365
H -0.3134 0.5363 4.8652
H -0.3292 -1.2830 6.4680
H -1.0281 -3.5707 5.7318
H -1.8165 -3.9411 3.4490
H -4.1227 -2.5144 3.0997
H -6.1754 -3.9928 3.1423
H -6.8672 -5.2183 1.1259
H -5.2965 -5.2213 -0.8929
H -3.2432 -3.8994 -0.8831
O 0.5870 2.3223 2.1231
H 0.8008 1.5703 2.7322
H 1.4800 2.6686 1.8137
O -0.4763 0.2064 -3.1890
H -1.4344 0.3675 -3.0337
H -0.3020 0.8041 -3.9220
O -5.2307 2.4955 2.3547
C -4.2745 3.1009 2.0486
S 3.8591 2.6407 1.2624
P 3.4842 3.1825 -0.5769
S 1.9058 2.4865 -1.5510
C 3.4357 4.9890 -0.7524
C 2.2801 5.6536 -1.1038
C 2.2674 7.0368 -1.3167
C 3.4749 7.7432 -1.3270
C 4.6205 7.0921 -0.8617
C 4.5795 5.7362 -0.5460
C 4.8469 2.6687 -1.7026
C 6.0370 2.2333 -1.1849
C 7.0267 1.6655 -2.0122
C 6.8303 1.6377 -3.3799
C 5.6531 2.1785 -3.9097
C 4.6663 2.7025 -3.0792
H 1.3331 5.0782 -1.2151
H 1.3310 7.5298 -1.5247
H 3.5340 8.7832 -1.6395
H 5.5745 7.5938 -0.6781
H 5.4633 5.2427 -0.1004
H 6.1486 2.3163 -0.1146
H 7.9122 1.2675 -1.5412
H 7.6068 1.3390 -4.0453
H 5.4821 2.1127 -4.9797
H 3.7568 3.2171 -3.5260
C 0.2408 6.4590 4.4358
C -0.6584 5.3004 4.2359
C -0.9141 4.4090 5.3042
C -1.8218 3.4251 5.0832
N -2.4079 3.2500 3.8700
C -2.0960 4.1243 2.9063
S -3.1476 4.0841 1.1795
N -1.3115 5.1646 3.0501
H -0.0705 7.0983 5.2891
H 0.3159 7.0123 3.4869
H 1.2565 6.1483 4.6836
H -0.4356 4.6075 6.2355
H -2.1608 2.7284 5.8604

# 2
117
Properties=species:S:1:pos:R:3 method="wB97M-V/def2-TZVPD" largest_force_ha_per_bohr=0.036 total_energy_ha=-9600.2089 e_above_lowest_kcal_mol=49.8 mol_weight_da=1082.97 spin_multiplicity=5 total_charge=-2 gap_ha="0.139 / 0.182" lumo_ev="4.0 / 4.0"
Cr 0.8743 0.1822 -0.8141
N 3.1810 0.0182 1.0141
P 1.5663 0.4566 1.5486
C 2.0309 1.7155 2.8312
C 3.0973 1.3917 3.6717
C 3.5715 2.2994 4.6081
C 2.9695 3.5417 4.7393
C 1.8797 3.8562 3.9389
C 1.4208 2.9543 2.9896
C 1.4350 -0.9224 2.8564
C 2.0541 -2.1691 2.8997
C 1.7138 -3.1072 3.8678
C 0.7145 -2.8395 4.7896
C 0.0630 -1.6122 4.7448
C 0.4297 -0.6734 3.7965
P 3.4844 0.4509 -0.6360
C 4.2731 2.1056 -0.4749
C 4.9132 2.4968 0.6975
C 5.5105 3.7450 0.7865
C 5.5209 4.5986 -0.3079
C 4.9177 4.1942 -1.4937
C 4.2980 2.9602 -1.5775
C 5.1079 -0.4111 -0.8376
C 5.6386 -1.3652 0.0342
C 6.8830 -1.9342 -0.1974
C 7.6281 -1.5771 -1.3108
C 7.1004 -0.6473 -2.2037
C 5.8605 -0.0839 -1.9739
H 3.1580 -1.0004 1.0114
H 3.5680 0.4219 3.5749
H 4.4225 2.0392 5.2288
H 3.3556 4.2668 5.4477
H 1.3993 4.8236 4.0369
H 0.6059 3.2200 2.3376
H 2.8122 -2.4446 2.1740
H 2.2314 -4.0608 3.8918
H 0.4352 -3.5856 5.5252
H -0.7353 -1.3936 5.4467
H -0.0684 0.2901 3.7700
H 4.9161 1.8293 1.5481
H 5.9615 4.0566 1.7230
H 5.9898 5.5740 -0.2379
H 4.9068 4.8626 -2.3481
H 3.7655 2.6693 -2.4762
H 5.0906 -1.6572 0.9214
H 7.2843 -2.6577 0.5046
H 8.6090 -2.0053 -1.4797
H 7.6739 -0.3650 -3.0799
H 5.4607 0.6417 -2.6732
S 1.2841 2.3639 -0.1120
C 1.9209 -5.1098 0.3419
Si 0.9927 -4.2148 -1.0597
C 2.0577 -4.1917 -2.6297
C -0.6133 -5.1888 -1.3638
Se 0.4017 -2.1550 -0.3098
H 1.9487 -6.1939 0.1864
H 1.4077 -4.8999 1.2822
H 2.9486 -4.7501 0.4315
H 2.2453 -5.2037 -3.0052
H 3.0169 -3.7091 -2.4347
H 1.5536 -3.6149 -3.4066
H -0.4419 -6.2683 -1.4338
H -1.1042 -4.8518 -2.2796
H -1.2899 -4.9866 -0.5317
F 0.9628 -0.0303 -2.7316
C -2.6849 -0.0711 -1.1026
C -2.5397 -0.4850 -2.5627
As -4.0628 -1.5422 -3.2638
C -5.5423 -0.2747 -3.0935
C -5.3919 1.1066 -3.1235
C -6.4914 1.9477 -3.0444
C -7.7731 1.4206 -2.9536
C -7.9419 0.0405 -2.9595
C -6.8410 -0.7934 -3.0392
C -4.4132 -2.6035 -1.6501
C -5.1659 -2.1657 -0.5616
C -5.2906 -2.9477 0.5756
C -4.6611 -4.1837 0.6482
C -3.9071 -4.6309 -0.4269
C -3.7911 -3.8477 -1.5643
P -1.2783 1.0512 -0.5947
C -1.9202 1.5119 1.0411
C -1.9518 2.8321 1.4968
C -2.5165 3.1409 2.7243
C -3.0514 2.1399 3.5255
C -2.9891 0.8202 3.0984
C -2.4281 0.5077 1.8702
C -1.6501 2.4886 -1.6581
C -0.8072 2.7368 -2.7410
C -1.1089 3.7455 -3.6430
C -2.2348 4.5412 -3.4596
C -3.0682 4.3100 -2.3750
C -2.7900 3.2767 -1.4905
H -2.5915 -0.9677 -0.4897
H -3.6492 0.4056 -0.8889
H -1.6469 -1.1062 -2.6718
H -2.3952 0.3759 -3.2195
H -4.4008 1.5367 -3.1951
H -6.3480 3.0215 -3.0468
H -8.6300 2.0787 -2.8794
H -8.9395 -0.3794 -2.8976
H -6.9748 -1.8702 -3.0411
H -5.6510 -1.1986 -0.5949
H -5.8658 -2.5827 1.4182
H -4.7461 -4.7877 1.5431
H -3.3977 -5.5851 -0.3731
H -3.1938 -4.1938 -2.4012
H -1.5168 3.6064 0.8782
H -2.5399 4.1724 3.0585
H -3.5046 2.3893 4.4779
H -3.3660 0.0239 3.7306
H -2.3671 -0.5280 1.5564
H 0.0775 2.1191 -2.8640
H -0.4622 3.9173 -4.4955
H -2.4666 5.3271 -4.1696
H -3.9446 4.9321 -2.2232
H -3.4587 3.0769 -0.6616

# 3
119
Properties=species:S:1:pos:R:3 method="wB97M-V/def2-TZVPD" largest_force_ha_per_bohr=0.044 total_energy_ha=-4211.1415 e_above_lowest_kcal_mol=0.0 mol_weight_da=1271.15 spin_multiplicity=1 total_charge=+3 gap_ha="0.202 / 0.151" lumo_ev="-9.6 / -11.0"
La -0.9241 0.4498 0.3191
O -1.7241 -0.8061 2.6351
C -1.1807 -2.1124 2.5899
C -0.3990 -2.6087 3.6238
C 0.1934 -3.8402 3.4554
C 0.0137 -4.5786 2.2936
C -0.7646 -4.0393 1.2856
C -1.3982 -2.8181 1.4109
P -2.5808 -2.1394 0.1700
C -4.1778 -2.6602 0.7131
C -4.3805 -3.9585 1.2048
C -5.6726 -4.4325 1.4366
C -6.7425 -3.5668 1.2362
C -6.5477 -2.2777 0.7516
C -5.2726 -1.8214 0.4858
C -2.2706 -2.8790 -1.4463
C -2.3613 -4.2450 -1.7350
C -2.2380 -4.7065 -3.0379
C -2.0222 -3.8095 -4.0896
C -1.9827 -2.4574 -3.8451
C -2.0785 -2.0048 -2.5419
C -2.3365 -0.3454 3.8267
C -2.9470 -1.2482 4.6726
C -3.6349 -0.7776 5.7943
C -3.7217 0.6003 6.0051
C -3.1464 1.4780 5.1230
C -2.4066 1.0303 4.0309
P -1.7449 2.1366 2.7536
C -0.1255 2.7014 3.3468
C 0.6371 3.3457 2.3818
C 1.8466 3.9340 2.6945
C 2.3234 3.7911 3.9876
C 1.5947 3.1063 4.9609
C 0.3493 2.5492 4.6413
C -2.7819 3.6390 2.6328
C -4.0753 3.5130 2.0958
C -4.8911 4.6160 1.9622
C -4.4215 5.8681 2.3749
C -3.1468 6.0107 2.8833
C -2.3111 4.9010 3.0034
H -0.2929 -2.0595 4.5633
H 0.7589 -4.2605 4.2719
H 0.4459 -5.5625 2.1665
H -0.9006 -4.6336 0.4033
H -3.5449 -4.5804 1.4146
H -5.8433 -5.4372 1.7867
H -7.7412 -3.9387 1.3845
H -7.4330 -1.6579 0.6113
H -5.1617 -0.8338 0.0337
H -2.5891 -5.0094 -0.9913
H -2.3215 -5.7499 -3.2547
H -1.9440 -4.1890 -5.0740
H -1.8773 -1.7558 -4.6656
H -2.1348 -0.9250 -2.3833
H -2.9095 -2.2958 4.4774
H -4.1179 -1.4674 6.4859
H -4.3230 0.9884 6.8110
H -3.2451 2.5461 5.3121
H 0.2472 3.4678 1.3731
H 2.4327 4.5056 1.9805
H 3.2706 4.2194 4.2376
H 2.0221 3.0414 5.9431
H -0.2087 2.0372 5.4118
H -4.4450 2.5171 1.8207
H -5.8923 4.5400 1.5686
H -5.0494 6.7472 2.2497
H -2.7702 6.9923 3.1672
H -1.3037 5.0478 3.3650
I 1.6967 -0.1853 1.8933
I 1.1489 -1.9977 -0.9589
C -1.3090 3.7365 -1.0183
O -1.9582 2.6041 -0.3941
H -1.3001 4.5700 -0.2916
H -1.8405 4.0029 -1.9230
H -0.3000 3.4748 -1.2423
H -2.5524 2.9794 0.2817
C 2.4023 -1.2045 -4.9312
C 3.5262 -0.2782 -5.3967
C 2.9754 0.6234 -6.5177
C 4.6535 -1.1198 -6.0292
C 4.1455 0.5548 -4.2149
O 5.4031 1.0667 -4.5636
C 4.3735 -0.3071 -2.9734
C 5.2404 0.3749 -1.9255
C 5.3131 -0.4189 -0.6503
C 5.3936 0.2807 0.5719
C 5.4589 -0.4036 1.7620
C 5.3938 -1.8429 1.7838
Cl 5.3623 -2.6598 3.2394
C 5.3418 -2.5327 0.5368
C 5.2830 -1.8281 -0.6603
C 3.3215 1.8226 -3.8847
N 2.0038 1.6622 -3.2491
C 1.7403 1.3716 -1.9835
N 0.4265 1.3561 -1.7746
C -0.0798 1.6629 -3.0144
N 0.8353 1.8454 -3.9105
H 1.9872 -1.6876 -5.8156
H 1.5747 -0.6882 -4.4273
H 2.7350 -1.9993 -4.2772
H 2.7845 -0.0062 -7.3832
H 3.6763 1.3751 -6.9034
H 2.0284 1.0993 -6.2923
H 4.2402 -1.7747 -6.8084
H 5.1429 -1.7714 -5.3203
H 5.4290 -0.5103 -6.4903
H 5.3177 1.5675 -5.3855
H 4.8314 -1.2293 -3.2806
H 3.4110 -0.5486 -2.5390
H 4.8583 1.3760 -1.6495
H 6.2364 0.5664 -2.3041
H 5.4419 1.3677 0.6422
H 5.5605 0.1343 2.6903
H 5.3114 -3.6158 0.5123
H 5.2354 -2.3991 -1.5583
H 3.1580 2.3955 -4.8096
H 3.9010 2.4338 -3.2129
H 2.4877 1.1447 -1.2434
H -1.1250 1.7287 -3.2626